1.
{"formula": "C4H13N3", "method": "ωB97M-V/def2-TZVPD", "max_force_ev_per_a": 3.65, "e_above_lowest_kj_mol": 434.8, "homo_ev": -8.04, "symbols": ["H", "H", "H", "C", "H", "H", "H", "N", "H", "N", "H", "C", "N", "H", "H", "C", "H", "C", "H", "H"], "positions_angstrom": [[-1.348, 1.247, -0.798], [-3.067, -0.311, -1.627], [0.591, -1.967, 1.134], [1.507, 0.670, -0.723], [-2.019, -1.478, -0.734], [0.218, 1.814, 1.110], [-1.114, 1.415, 2.248], [0.734, -0.481, -0.295], [2.253, 0.208, -1.390], [-1.652, 0.409, -0.343], [-1.384, -0.409, -2.299], [-0.328, 0.985, 1.568], [-0.783, -0.065, 0.591], [2.096, -0.862, 1.368], [0.733, 1.333, -1.237], [1.419, -1.411, 0.639], [1.850, -2.137, -0.064], [-2.017, -0.580, -1.429], [1.874, 1.147, 0.157], [0.439, 0.471, 2.124]]}

---

2.
{"formula": "C19H8BrCl6F3NO6Rh", "method": "ωB97M-V/def2-TZVPD", "max_force_ev_per_a": 3.62, "e_above_lowest_kj_mol": 352.3, "homo_ev": [-9.33, -9.33], "symbols": ["C", "Br", "C", "C", "C", "Cl", "C", "C", "H", "H", "Cl", "C", "C", "Cl", "O", "C", "Rh", "F", "H", "H", "H", "O", "C", "C", "O", "H", "H", "N", "C", "C", "C", "C", "C", "O", "O", "F", "F", "H", "O", "C", "C", "Cl", "Cl", "C", "Cl"], "positions_angstrom": [[-0.814, 0.234, 5.095], [0.685, -6.179, 0.220], [-0.281, 2.379, -2.340], [-0.424, 1.508, 5.510], [2.663, -0.324, 0.444], [-1.275, -1.639, 3.217], [3.079, -2.799, 0.281], [-0.397, 1.280, -4.452], [4.132, -2.564, 0.273], [-0.903, -0.811, -4.318], [0.543, 3.997, 5.086], [0.345, -3.349, 0.348], [-0.192, 2.447, -3.722], [0.483, 3.158, 1.949], [-2.261, 2.003, 0.629], [-0.336, 1.322, -5.961], [-0.140, 0.965, 0.607], [-0.398, 0.108, -6.515], [-0.713, -3.559, 0.388], [3.348, -4.921, 0.189], [0.015, 3.383, -4.218], [-4.001, 0.684, 1.430], [-0.772, 0.138, -2.397], [-0.707, 0.105, -3.781], [-3.715, 0.976, -0.872], [-0.143, 3.260, -1.727], [-1.039, -0.746, -1.833], [-0.554, 1.248, -1.699], [0.013, 2.095, 3.232], [0.795, -2.042, 0.377], [2.639, -4.108, 0.240], [2.151, -1.766, 0.356], [1.277, -4.374, 0.274], [1.814, 0.548, 0.070], [3.796, -0.130, 0.830], [-1.347, 2.043, -6.471], [0.797, 1.892, -6.399], [0.060, -1.225, 0.432], [-2.179, -0.287, 0.344], [-0.353, 0.829, 2.788], [0.015, 2.458, 4.570], [-1.335, -0.914, 6.254], [-3.092, 0.846, 0.379], [-0.777, -0.099, 3.735], [-0.504, 1.932, 7.158]]}

---

3.
{"formula": "C21H45CoO6P", "method": "ωB97M-V/def2-TZVPD", "multiplicity": 2, "max_force_ev_per_a": 0.90, "s_squared": 0.78, "e_above_lowest_kj_mol": 14.6, "homo_ev": [-15.60, -15.73], "charge": 2, "symbols": ["H", "C", "H", "H", "H", "C", "O", "C", "C", "C", "H", "O", "H", "H", "H", "H", "C", "Co", "H", "H", "H", "C", "P", "H", "H", "H", "C", "H", "C", "H", "C", "C", "C", "H", "C", "H", "H", "H", "C", "C", "O", "H", "C", "C", "H", "O", "H", "H", "H", "H", "H", "O", "H", "H", "H", "H", "C", "H", "H", "C", "H", "H", "O", "C", "C", "H", "H", "H", "H", "H", "H", "H", "H", "H"], "positions_angstrom": [[-2.641, -0.131, 2.454], [-2.897, -2.005, -0.431], [2.182, -1.596, 2.728], [2.529, 2.531, 0.384], [-2.355, -3.882, 1.098], [1.047, 0.743, -3.588], [1.284, -1.893, 0.136], [1.793, 3.333, 0.363], [-2.596, 1.508, -0.545], [-1.087, -1.048, 3.658], [-1.244, 2.124, -3.669], [-0.343, -1.695, 2.613], [-0.839, -3.610, 3.237], [0.104, 3.577, -2.665], [-0.320, 3.441, -0.091], [-0.237, 1.997, 3.760], [0.588, 3.040, -0.555], [-0.047, -0.344, 0.732], [2.995, 2.091, -2.122], [3.508, 0.448, -2.425], [1.513, 3.565, 1.389], [2.630, -1.709, 0.623], [0.147, 1.265, -0.904], [1.812, 3.651, -2.256], [-1.947, 3.251, -2.497], [1.781, 0.195, -4.180], [-1.911, 2.210, -2.815], [-3.593, 1.345, -0.954], [-1.559, 1.278, -1.652], [2.300, 4.221, -0.010], [1.176, -2.997, -0.791], [1.395, 0.595, -2.107], [0.308, -2.637, -1.988], [-2.475, 0.863, 0.326], [-1.788, 0.157, 3.065], [2.174, -3.275, -1.136], [0.717, 4.876, -1.658], [-0.077, -3.443, 1.649], [-0.817, -3.013, 2.321], [2.593, -0.959, 1.940], [-2.168, -1.830, 0.785], [-1.761, -3.712, -1.097], [-2.187, -2.958, 1.655], [-2.015, -2.704, -1.442], [3.209, -1.179, -0.139], [-0.835, -1.921, -1.571], [-3.815, -2.571, -0.252], [0.063, 0.338, -3.823], [-0.385, -0.764, 4.444], [2.241, 1.558, 3.251], [-2.114, 0.863, 3.831], [1.738, 0.180, 1.782], [-3.005, -2.851, 2.375], [-3.176, -1.011, -0.777], [0.764, -3.845, -0.236], [3.112, 0.955, -0.783], [0.136, 1.619, 2.807], [-1.813, -1.727, 4.107], [-2.914, 1.953, -3.156], [1.438, 0.856, 3.004], [1.375, -0.470, -1.877], [3.601, -0.639, 2.217], [-0.887, 0.825, 2.167], [0.807, 3.811, -1.875], [2.829, 1.058, -1.831], [1.077, 1.781, -3.916], [-1.651, 0.244, -2.009], [0.039, -3.560, -2.510], [3.088, -2.686, 0.793], [-2.569, 2.541, -0.194], [-2.519, -2.797, -2.410], [0.842, -2.014, -2.706], [0.285, 2.467, 2.143], [1.372, 0.120, 3.808]]}

---

4.
{"formula": "C5H9NO5", "method": "ωB97M-V/def2-TZVPD", "max_force_ev_per_a": 2.76, "e_above_lowest_kj_mol": 995.8, "homo_ev": [-8.78, -8.70], "symbols": ["H", "N", "C", "O", "H", "C", "O", "C", "H", "O", "H", "H", "H", "O", "O", "H", "C", "C", "H", "H"], "positions_angstrom": [[-2.280, -1.624, 0.819], [0.781, 4.999, -0.254], [-0.215, -1.544, 0.188], [0.128, 3.095, 0.071], [1.135, -3.585, -1.990], [0.406, -0.466, 0.706], [0.573, -2.839, -1.751], [-1.697, -1.524, -0.120], [1.499, -0.568, 0.728], [0.051, 5.960, -0.358], [-1.249, 0.843, 1.060], [0.363, -3.654, 0.134], [1.658, -2.474, -0.046], [1.973, 4.869, -0.104], [0.156, 1.770, -0.208], [-1.957, -2.375, -0.779], [0.634, -2.697, -0.334], [-0.161, 0.931, 0.953], [-1.977, -0.550, -0.596], [0.177, 1.433, 1.881]]}

---

5.
{"formula": "C7H10O2", "method": "ωB97M-V/def2-TZVPD", "max_force_ev_per_a": 3.55, "e_above_lowest_kj_mol": 165.8, "smiles": "CC1=COC=C[C@@]1(C)O", "homo_ev": -8.55, "symbols": ["H", "C", "C", "C", "H", "O", "H", "C", "H", "H", "H", "H", "H", "H", "C", "C", "H", "O", "C"], "positions_angstrom": [[1.200, 2.132, -1.192], [-1.378, 1.186, -0.056], [0.326, -0.650, -0.132], [0.929, 1.843, -0.176], [0.740, -2.257, 1.149], [-2.446, 0.369, 0.057], [-3.020, -1.574, -0.293], [-2.196, -0.909, -0.342], [0.590, 2.759, 0.266], [-1.600, 2.278, 0.151], [-0.772, -2.344, -0.949], [0.594, -0.657, 2.034], [2.016, -0.860, 0.986], [1.843, 1.566, 0.321], [-0.934, -1.322, -0.485], [-0.095, 0.792, -0.186], [1.991, -0.341, -1.036], [1.211, -0.824, -1.241], [1.001, -1.187, 1.125]]}

---

6.
{"formula": "CH5NOS2", "method": "ωB97M-V/def2-TZVPD", "max_force_ev_per_a": 1.31, "e_above_lowest_kj_mol": 59.2, "smiles": "NC=O.SS", "homo_ev": -8.70, "symbols": ["H", "H", "H", "S", "S", "C", "O", "H", "H", "N"], "positions_angstrom": [[0.533, 0.759, 2.104], [1.792, -0.866, -4.538], [-0.907, 1.464, 4.367], [-0.506, 1.533, 1.772], [-1.828, 1.361, 3.383], [1.601, -1.703, -3.864], [1.154, -1.402, -2.779], [1.737, -3.814, -3.922], [2.680, -2.946, -4.979], [1.902, -2.936, -4.360]]}